The following is a quantum chemistry calculation of a structure of composition C33H24BrN7O7STb at a distorted geometry, from the OMol25 dataset.

Last column: Löwdin spin population.
Positions of all 74 atoms, in Å:
Tb1 1.7356 -0.7123 0.8110  6.106
N1 1.4171 3.5161 -1.4805  -0.001
C1 1.6045 2.2451 -1.0271  -0.001
S1 2.2440 2.0900 0.5399  -0.017
N2 1.3479 1.3125 -1.9169  0.001
N3 1.3358 0.0110 -1.6632  -0.009
C2 1.5315 -0.6673 -2.7817  -0.001
C3 1.8494 -2.0204 -2.9585  0.000
C4 2.5566 -2.3452 -4.1455  0.000
C5 3.2187 -3.5275 -4.2944  0.000
C6 3.2744 -4.4050 -3.1877  0.000
C7 2.4757 -4.1569 -2.1222  0.000
N4 1.6210 -3.0836 -2.0857  0.000
H1 1.8703 4.2570 -0.9752  0.000
H2 1.2208 3.6406 -2.4593  0.000
H3 1.6802 -0.0573 -3.6746  0.000
H4 2.6162 -1.5924 -4.9161  0.000
H5 3.7422 -3.7694 -5.2072  0.000
H6 3.9369 -5.2531 -3.1871  0.000
H7 2.4624 -4.7894 -1.2476  0.000
C8 -3.0266 -3.6835 1.0522  0.000
C9 -1.8352 -3.5688 0.1564  0.000
C10 -1.1845 -4.6901 -0.3518  -0.001
C11 -0.0687 -4.5298 -1.1448  0.000
C12 0.4457 -3.2386 -1.3328  -0.001
Br1 1.7035 -3.2569 1.6581  -0.015
N5 -0.1795 -2.1615 -0.8709  -0.004
C13 -1.3061 -2.3313 -0.1916  0.000
H8 -2.7968 -4.3512 1.8812  0.000
H9 -3.8846 -4.0842 0.5105  0.000
H10 -3.3034 -2.7074 1.4408  0.000
H11 -1.5525 -5.6819 -0.1334  0.000
H12 0.4060 -5.3877 -1.5978  0.000
H13 -1.8115 -1.4202 0.0850  0.000
O1 7.5105 1.0538 -0.4512  0.001
C14 6.5108 0.4349 -0.1361  0.000
C15 5.5728 -0.2666 -1.0786  0.000
O2 5.7446 -0.4423 -2.2819  0.001
C16 4.4204 -0.6396 -0.2762  -0.002
C17 4.6062 -0.2565 1.0937  -0.001
O3 3.6784 -0.3643 1.9479  -0.014
C18 5.9640 0.2796 1.2616  0.000
O4 6.5751 0.5151 2.2900  0.001
O5 3.3551 -1.2344 -0.6684  -0.014
O6 0.7025 0.0629 2.8239  -0.012
C19 -0.1960 0.5879 2.1612  -0.002
N6 -1.1193 1.4651 2.6371  0.000
C20 -1.9913 1.9005 1.5675  -0.001
C21 -1.4294 1.0343 0.3914  -0.001
O7 -1.8994 1.0303 -0.7263  0.001
N7 -0.4174 0.2886 0.8599  -0.015
C22 -3.4056 1.4052 1.7307  0.000
C23 -3.6909 0.3551 2.5968  0.000
C24 -4.9588 -0.1954 2.6359  0.000
C25 -5.9538 0.2876 1.8038  0.000
C26 -5.6691 1.3232 0.9299  0.000
C27 -4.4051 1.8832 0.8911  0.000
C28 -1.8651 3.3843 1.3225  0.000
C29 -2.2347 4.2639 2.3340  0.000
C30 -2.0561 5.6268 2.1793  0.000
C31 -1.5117 6.1281 1.0080  0.000
C32 -1.1539 5.2554 -0.0036  0.000
C33 -1.3266 3.8903 0.1484  0.000
H14 -0.9644 1.9845 3.4833  0.000
H15 -2.9072 -0.0454 3.2246  0.000
H16 -5.1611 -1.0219 3.3023  0.000
H17 -6.9398 -0.1543 1.8251  0.000
H18 -6.4337 1.6790 0.2559  0.000
H19 -4.1771 2.6691 0.1878  0.000
H20 -2.6596 3.8756 3.2495  0.000
H21 -2.3342 6.3015 2.9761  0.000
H22 -1.3624 7.1935 0.8878  0.000
H23 -0.7274 5.6381 -0.9186  0.000
H24 -1.0366 3.2242 -0.6476  0.000

Results
- E: -5978.85369 hartree
- Highest occupied orbital energy (spin up / spin down): -4.10 / -4.12 eV
- ΔE to the lowest compared entry with this formula, charge and spin: 59.87 kJ/mol
- Net charge: -1
- 2S+1: 7
- Maximum force: 2.30 eV/A
- ⟨S²⟩: 12.669